1.
{"formula": "C20H19NiOP", "method": "ωB97M-V with the def2-TZVPD basis set", "lumo_energy_ev": [0.23, -0.04], "multiplicity": 3, "charge": 0, "homo_lumo_gap_ev": [5.5, 8.1], "homo_energy_ev": [-5.31, -8.13], "species": ["Ni", "C", "H", "H", "H", "H", "H", "O", "C", "C", "C", "C", "C", "C", "C", "P", "C", "C", "C", "C", "C", "C", "C", "C", "C", "C", "C", "C", "H", "H", "H", "H", "H", "H", "H", "H", "H", "H", "H", "H", "H", "H"], "xyz": [[-0.737, 0.789, 0.107], [3.462, 0.194, -0.628], [2.534, 0.593, -0.130], [3.566, 0.813, -1.540], [3.271, -0.851, -0.908], [4.211, 0.343, 0.118], [-0.294, 0.088, 2.310], [-1.739, 0.150, -2.419], [-1.682, 0.811, -1.419], [-2.260, 1.895, -0.626], [-2.625, 3.163, -1.166], [-2.574, 4.277, -0.334], [-2.271, 4.170, 1.041], [-2.103, 2.920, 1.644], [-2.060, 1.791, 0.807], [-1.657, -0.025, 1.760], [-3.032, 0.211, 2.908], [-2.812, -0.245, 4.213], [-3.880, -0.275, 5.113], [-5.155, 0.135, 4.702], [-5.361, 0.653, 3.421], [-4.288, 0.713, 2.523], [-2.088, -1.738, 1.169], [-3.189, -1.991, 0.334], [-3.318, -3.239, -0.293], [-2.390, -4.255, -0.028], [-1.369, -4.036, 0.913], [-1.220, -2.783, 1.514], [-2.830, 3.251, -2.241], [-2.770, 5.283, -0.732], [-2.171, 5.075, 1.643], [-1.925, 2.837, 2.713], [-1.799, -0.572, 4.460], [-3.735, -0.643, 6.128], [-5.985, 0.033, 5.398], [-6.357, 0.974, 3.102], [-4.449, 1.148, 1.535], [-3.919, -1.200, 0.153], [-4.143, -3.450, -0.983], [-2.461, -5.229, -0.512], [-0.708, -4.866, 1.173], [-0.444, -2.556, 2.247]]}


2.
{"formula": "C20H20BFeIN6O5S2", "method": "ωB97M-V with the def2-TZVPD basis set", "lumo_energy_ev": [4.16, 4.16], "multiplicity": 5, "charge": -2, "homo_lumo_gap_ev": [6.2, 6.3], "e_above_lowest_kj_mol": 0.00, "homo_energy_ev": [-1.99, -2.09], "species": ["Fe", "C", "C", "N", "C", "C", "C", "O", "C", "C", "N", "C", "C", "C", "C", "C", "C", "I", "C", "O", "H", "H", "H", "H", "H", "H", "H", "H", "H", "H", "H", "H", "B", "N", "C", "C", "C", "N", "N", "C", "C", "C", "N", "H", "H", "H", "H", "H", "H", "H", "H", "O", "S", "O", "O", "S"], "xyz": [[-1.865, 0.847, 0.472], [-0.990, 3.864, -1.946], [0.369, 3.248, -1.941], [1.259, 3.632, -2.825], [2.483, 3.059, -2.811], [2.853, 2.077, -1.932], [4.250, 1.529, -2.002], [5.083, 1.952, -0.912], [1.915, 1.624, -0.964], [2.280, 0.560, -0.056], [1.508, 0.101, 0.851], [1.903, -0.924, 1.702], [2.913, -1.859, 1.451], [3.216, -2.844, 2.376], [2.511, -2.924, 3.570], [1.483, -2.026, 3.822], [1.176, -1.044, 2.896], [-0.447, 0.238, 3.164], [0.627, 2.228, -0.941], [-0.293, 1.947, -0.113], [-1.058, 4.604, -2.741], [-1.768, 3.106, -2.064], [-1.219, 4.324, -0.983], [3.188, 3.420, -3.555], [4.241, 0.434, -2.047], [4.734, 1.890, -2.911], [4.507, 2.095, -0.154], [3.294, 0.158, -0.180], [3.445, -1.829, 0.508], [3.997, -3.563, 2.157], [2.738, -3.701, 4.289], [0.898, -2.105, 4.729], [-1.444, -2.732, 0.790], [-2.887, -2.199, 0.910], [-4.014, -2.924, 0.932], [-5.085, -2.070, 1.107], [-4.504, -0.798, 1.180], [-3.183, -0.892, 1.072], [-0.773, -2.059, -0.451], [0.110, -2.620, -1.288], [0.401, -1.714, -2.294], [-0.371, -0.594, -1.967], [-1.067, -0.812, -0.856], [-0.809, -2.502, 1.791], [-1.506, -3.925, 0.569], [-3.965, -3.995, 0.822], [-6.131, -2.321, 1.156], [-4.970, 0.170, 1.276], [0.446, -3.630, -1.121], [1.059, -1.846, -3.136], [-0.460, 0.350, -2.480], [-3.389, 1.650, -0.771], [-4.116, 2.651, 0.091], [-3.920, 4.008, -0.390], [-5.517, 2.284, 0.250], [-3.138, 2.407, 1.895]]}


3.
{"formula": "C20H20BrClF2N2O", "method": "ωB97M-V with the def2-TZVPD basis set", "lumo_energy_ev": 0.23, "charge": 0, "homo_lumo_gap_ev": 9.2, "smiles": "Cc1ccc(F)cc1CN[C@@H]1C[C@@H](F)CN(C(=O)c2ccc(Br)c(Cl)c2)C1", "e_above_lowest_kj_mol": 12.06, "homo_energy_ev": -8.97, "species": ["C", "C", "C", "C", "C", "F", "C", "C", "C", "N", "C", "C", "C", "F", "C", "N", "C", "O", "C", "C", "C", "C", "Br", "C", "Cl", "C", "C", "H", "H", "H", "H", "H", "H", "H", "H", "H", "H", "H", "H", "H", "H", "H", "H", "H", "H", "H", "H"], "xyz": [[-1.418, 2.891, -3.855], [-2.017, 2.975, -2.477], [-2.181, 4.208, -1.858], [-2.736, 4.325, -0.590], [-3.137, 3.174, 0.050], [-3.687, 3.261, 1.278], [-2.989, 1.929, -0.528], [-2.420, 1.822, -1.790], [-2.201, 0.451, -2.380], [-0.783, 0.085, -2.411], [-0.187, -0.126, -1.092], [0.505, 1.139, -0.582], [1.263, 0.875, 0.701], [0.341, 0.597, 1.721], [2.197, -0.320, 0.613], [1.506, -1.498, 0.093], [0.838, -2.367, 0.937], [-0.257, -2.813, 0.650], [1.578, -2.930, 2.122], [2.947, -2.804, 2.335], [3.530, -3.353, 3.463], [2.753, -4.016, 4.402], [3.593, -4.736, 5.925], [1.383, -4.140, 4.197], [0.373, -4.959, 5.333], [0.805, -3.594, 3.064], [0.851, -1.240, -1.185], [-2.126, 2.457, -4.566], [-1.148, 3.881, -4.219], [-0.531, 2.257, -3.858], [-1.870, 5.105, -2.380], [-2.864, 5.285, -0.108], [-3.303, 1.048, 0.019], [-2.795, -0.274, -1.807], [-2.566, 0.430, -3.410], [-0.689, -0.762, -2.959], [-0.944, -0.445, -0.363], [1.212, 1.478, -1.345], [-0.208, 1.947, -0.416], [1.826, 1.757, 1.015], [3.037, -0.076, -0.045], [2.583, -0.513, 1.609], [3.580, -2.334, 1.597], [4.597, -3.276, 3.621], [-0.260, -3.687, 2.900], [0.387, -2.165, -1.521], [1.627, -0.950, -1.903]]}


4.
{"formula": "C20H20BrN3O10S2", "method": "ωB97M-V with the def2-TZVPD basis set", "lumo_energy_ev": -1.99, "charge": 0, "homo_lumo_gap_ev": 6.8, "smiles": "CCSC[C@](Br)(C#N)[C@@](N)(C#N)S(C)(=O)=O.O=C1C=C(O)C(=O)C=C1O.O=C1C=C(O)C(=O)C=C1O", "homo_energy_ev": -8.76, "species": ["C", "C", "S", "C", "C", "Br", "C", "N", "C", "N", "C", "N", "S", "C", "O", "O", "H", "H", "H", "H", "H", "H", "H", "H", "H", "H", "H", "H", "O", "C", "C", "C", "O", "C", "O", "C", "C", "O", "H", "H", "H", "H", "O", "C", "C", "C", "O", "C", "O", "C", "C", "O", "H", "H", "H", "H"], "xyz": [[4.878, -2.363, 0.121], [4.941, -1.108, 1.061], [3.384, -0.866, 2.031], [2.598, 0.615, 1.303], [1.039, 0.566, 1.207], [0.601, 2.047, -0.076], [0.335, 1.001, 2.488], [-0.243, 1.210, 3.430], [0.417, -0.749, 0.564], [-0.891, -0.387, -0.021], [1.297, -1.143, -0.628], [1.807, -1.607, -1.511], [0.248, -2.219, 1.682], [-1.405, -3.004, 1.548], [0.565, -1.996, 3.081], [1.174, -3.234, 1.184], [3.893, -2.481, -0.368], [5.022, -3.261, 0.764], [5.705, -2.332, -0.625], [5.808, -1.274, 1.740], [5.154, -0.174, 0.489], [2.853, 1.491, 1.944], [2.999, 0.863, 0.293], [-1.058, -0.925, -0.867], [-1.638, -0.498, 0.663], [-1.257, -4.050, 1.890], [-2.179, -2.470, 2.124], [-1.632, -3.074, 0.460], [3.195, 2.366, -6.982], [3.142, 2.567, -5.783], [1.984, 3.174, -5.132], [1.984, 3.388, -3.813], [0.935, 3.942, -3.187], [3.158, 3.022, -2.961], [3.118, 3.253, -1.766], [4.307, 2.394, -3.607], [4.305, 2.177, -4.927], [5.344, 1.600, -5.548], [1.142, 3.436, -5.759], [1.188, 3.989, -2.245], [5.142, 2.118, -2.978], [5.096, 1.559, -6.491], [-8.388, 0.474, 3.813], [-7.456, -0.013, 3.205], [-7.564, -1.266, 2.461], [-6.503, -1.767, 1.822], [-6.574, -2.915, 1.129], [-5.177, -1.076, 1.846], [-4.232, -1.583, 1.262], [-5.072, 0.186, 2.568], [-6.135, 0.692, 3.205], [-6.070, 1.847, 3.874], [-8.527, -1.758, 2.452], [-5.680, -3.059, 0.765], [-4.112, 0.685, 2.563], [-6.964, 1.989, 4.243]]}


5.
{"formula": "C20H20BrN5O2", "method": "ωB97M-V with the def2-TZVPD basis set", "lumo_energy_ev": 0.41, "charge": 0, "homo_lumo_gap_ev": 9.0, "smiles": "COc1ncccc1[C@H]1c2c(n[nH]c2C(C)(C)C)C(=O)N1c1ccc(Br)cn1", "homo_energy_ev": -8.59, "species": ["C", "O", "C", "N", "C", "C", "C", "C", "C", "C", "C", "N", "N", "C", "C", "C", "C", "C", "C", "O", "N", "C", "C", "C", "C", "Br", "C", "N", "H", "H", "H", "H", "H", "H", "H", "H", "H", "H", "H", "H", "H", "H", "H", "H", "H", "H", "H", "H"], "xyz": [[-1.783, -3.346, 0.340], [-1.185, -2.075, 0.066], [-0.060, -1.845, 0.726], [0.394, -2.613, 1.782], [1.629, -2.536, 2.135], [2.579, -1.603, 1.575], [2.053, -0.678, 0.734], [0.784, -0.801, 0.294], [0.123, 0.231, -0.640], [0.415, 1.558, -0.156], [1.327, 2.228, -1.028], [1.588, 3.510, -0.524], [0.814, 3.560, 0.647], [0.172, 2.416, 0.991], [-0.631, 2.014, 2.167], [0.305, 1.715, 3.331], [-1.575, 0.891, 1.931], [-1.474, 3.163, 2.682], [1.604, 1.308, -2.096], [2.417, 1.510, -3.016], [0.905, 0.143, -1.915], [0.272, -0.507, -2.955], [0.943, -1.584, -3.430], [0.289, -2.299, -4.414], [-0.923, -1.781, -4.944], [-1.817, -2.801, -6.228], [-1.503, -0.721, -4.253], [-0.933, -0.043, -3.250], [-1.169, -4.228, 0.348], [-2.548, -3.543, -0.331], [-2.036, -3.205, 1.433], [1.904, -3.042, 3.032], [3.535, -1.387, 2.001], [2.573, 0.221, 0.289], [-0.884, 0.122, -0.870], [0.900, 4.344, 1.279], [-0.300, 1.273, 4.109], [0.816, 2.616, 3.759], [1.085, 1.030, 3.129], [-2.498, 0.904, 2.576], [-1.080, -0.093, 1.915], [-1.998, 0.856, 0.900], [-0.797, 3.991, 2.886], [-2.017, 3.051, 3.597], [-2.181, 3.535, 1.872], [1.903, -1.865, -3.037], [0.576, -3.238, -4.984], [-2.514, -0.356, -4.460]]}